{"formula": "C6H7NO2", "method": "the ωB97M-V functional and the def2-TZVPD basis", "total_energy_ev": -11917.5888, "lumo_energy_ev": 0.8, "homo_lumo_gap_ev": 8.6, "multiplicity": 1, "e_above_lowest_kcal_mol": 65.6, "smiles": "C/N=C/Oc1ccco1", "elements": ["C", "N", "C", "O", "C", "C", "C", "C", "O", "H", "H", "H", "H", "H", "H", "H"], "positions_angstrom": [[-3.56741, -0.83784, -0.11232], [-2.34457, -0.28666, 0.48383], [-1.23960, -0.23661, -0.06338], [-0.13374, 0.12803, 0.98264], [1.11924, 0.33803, 0.59807], [1.61827, 0.58306, -0.66447], [2.97960, 0.60834, -0.42727], [3.25837, 0.48728, 0.87714], [2.04702, 0.39492, 1.55220], [-4.33206, -1.09144, 0.64195], [-3.21571, -1.76629, -0.64352], [-4.16602, -0.24169, -0.75669], [-0.94280, -0.26685, -1.12219], [1.05744, 0.77615, -1.61571], [3.68637, 0.96914, -1.16382], [4.17560, 0.44244, 1.43355]], "lowdin_charge": [-0.103, 0.022, -0.078, 0.036, -0.408, -0.041, -0.133, -0.099, 0.090, 0.076, 0.096, 0.057, 0.139, 0.123, 0.110, 0.114]}